Entry 1:
Formula: C26H22CaClO2P
Source: the OMol25 dataset
Level of theory: the ωB97M-V functional and the def2-TZVPD basis

XYZ file:
```
53
Properties=species:S:1:pos:R:3:forces:R:3
Ca -0.47653 0.41249 -0.32406 0.561 -0.045 0.362
Cl 2.41752 0.11459 0.57110 0.158 -0.007 -0.101
C 3.01728 -0.24180 2.18405 -0.249 0.015 0.136
C 4.37760 -0.42973 2.32236 0.035 0.016 -0.047
C 4.88643 -0.67964 3.58764 0.045 -0.008 0.046
C 4.03410 -0.72954 4.67945 -0.023 0.000 0.006
C 2.66964 -0.53170 4.51352 0.072 -0.028 0.076
C 2.12540 -0.28022 3.25774 0.037 0.012 -0.240
P 0.32515 -0.13552 2.94410 -0.148 -0.020 -0.023
C 0.10497 1.63372 2.53116 0.152 0.044 0.048
C -1.11823 1.98805 2.11106 -0.029 0.230 -0.202
C -1.39400 3.37236 1.61232 0.032 -0.032 0.017
C -0.38588 4.48122 2.01405 0.093 -0.083 -0.083
C 0.95714 3.93219 2.39393 -0.097 0.118 -0.050
C 1.18271 2.64185 2.62881 -0.066 -0.140 0.023
C -0.36986 -0.27253 4.62654 0.054 -0.029 0.032
C -0.79576 -1.52876 5.05409 -0.023 -0.004 0.034
C -1.30449 -1.70236 6.33601 0.025 0.059 -0.042
C -1.40100 -0.61511 7.19407 0.001 -0.028 -0.036
C -0.99203 0.64322 6.76957 0.016 0.004 -0.041
C -0.47750 0.81477 5.49192 -0.017 0.013 0.042
H 5.02493 -0.37812 1.45654 -0.036 -0.001 0.030
H 5.95077 -0.83191 3.71423 -0.033 0.002 -0.001
H 4.43133 -0.92127 5.66789 -0.014 0.004 -0.015
H 2.01277 -0.57372 5.37314 0.022 0.001 -0.010
H -1.92891 1.26022 2.08637 0.003 -0.019 -0.078
H -2.42076 3.66721 1.82876 -0.005 -0.032 0.051
H -0.70555 5.17703 2.79521 -0.047 0.026 0.004
H 1.76940 4.64404 2.50554 -0.022 -0.033 -0.008
H 2.17189 2.31215 2.92377 -0.018 -0.005 -0.008
H -0.73754 -2.37236 4.37495 0.000 0.011 0.020
H -1.63641 -2.68129 6.65843 0.012 0.019 -0.013
H -1.80484 -0.74504 8.19064 0.011 0.000 -0.027
H -1.07593 1.49383 7.43516 0.006 -0.024 -0.025
H -0.16609 1.79939 5.16280 0.003 -0.013 0.006
C 0.72057 5.52627 -0.16671 -0.099 -0.044 0.055
C 1.42557 4.67031 -0.90450 -0.049 -0.151 0.000
C 1.04550 3.24346 -1.02097 0.003 0.083 0.043
C -0.09936 2.70578 -0.55631 0.104 0.613 -0.182
C -1.07684 3.67005 0.09884 0.120 -0.017 0.129
C -0.50160 5.04618 0.55710 0.064 -0.085 0.038
H 1.00563 6.57069 -0.09155 0.013 -0.026 0.009
H 2.30763 5.01463 -1.43665 -0.025 -0.018 0.011
H 1.78527 2.61518 -1.52143 -0.002 0.025 -0.014
H -1.97857 3.70974 -0.51520 -0.036 0.047 -0.030
H -1.27796 5.81448 0.55502 -0.004 0.004 -0.028
C -4.70276 -1.53040 0.23158 0.055 -0.064 0.015
O -3.27681 -1.55271 0.09438 -0.117 0.152 -0.082
C -2.67396 -0.35094 -0.21182 -0.633 -0.768 0.155
O -3.38245 0.63963 -0.33240 0.108 0.194 0.010
H -4.99452 -2.55721 0.43595 -0.042 -0.004 0.005
H -5.18472 -1.17588 -0.67816 0.015 0.011 -0.041
H -5.01041 -0.88367 1.05269 0.015 0.027 0.025
```
Forces are in eV/Å.

Computed properties:
E_HOMO: -7.2 eV
total energy: -71660.766 eV
Kohn-Sham gap: 7.16 eV
LUMO: -0.1 eV
charge: 0

***

Entry 2:
Formula: C26H22ClErI2N4OP
Source: the OMol25 dataset
Level of theory: the ωB97M-V functional and the def2-TZVPD basis

XYZ file:
```
58
Properties=species:S:1:pos:R:3:forces:R:3
Er -0.39690 -0.08338 2.65968 -0.356 -0.106 0.859
O -0.94125 1.04142 0.55945 0.060 0.190 -0.200
C -0.04168 1.09237 -0.23824 -0.067 -0.192 -0.181
C 0.39422 2.02798 -1.26692 -0.148 0.232 0.188
C 0.02165 3.31998 -1.63689 -0.035 -0.011 0.012
C 0.67630 3.85275 -2.72650 0.056 -0.037 -0.035
C 1.65442 3.11374 -3.41651 -0.046 0.047 0.024
C 2.01572 1.83287 -3.03328 0.060 -0.038 0.028
C 1.36760 1.29617 -1.92972 0.014 0.026 -0.051
P 1.19407 -0.23520 -0.93017 0.336 0.540 -0.835
C 0.38183 -1.31455 -2.11947 -0.034 -0.217 0.156
C -0.99811 -1.48695 -2.07452 -0.019 0.044 -0.036
C -1.62617 -2.25033 -3.04492 0.008 -0.007 -0.020
C -0.87831 -2.85097 -4.04954 0.014 0.012 0.015
C 0.49722 -2.67315 -4.09660 -0.007 0.019 0.013
C 1.13216 -1.89923 -3.13564 -0.026 0.000 -0.028
C 2.88932 -0.73867 -0.61964 -0.042 -0.171 0.159
C 3.22928 -2.08807 -0.53234 0.004 -0.011 0.036
C 4.55912 -2.45023 -0.40956 0.014 0.016 0.001
C 5.54422 -1.47172 -0.34848 -0.013 -0.011 -0.005
C 5.20372 -0.12923 -0.42016 -0.016 0.003 -0.001
C 3.87622 0.24215 -0.56799 0.017 -0.001 0.040
H -0.72360 3.87921 -1.08818 -0.005 -0.011 -0.002
H 0.44511 4.85688 -3.05544 0.004 -0.009 -0.019
H 2.13900 3.56529 -4.27270 0.001 0.014 0.011
H 2.77865 1.28880 -3.57515 -0.013 -0.011 0.009
H -1.58157 -1.02342 -1.28748 0.012 -0.048 0.025
H -2.69991 -2.38200 -3.01621 0.004 -0.003 0.005
H -1.36863 -3.45856 -4.79847 -0.002 0.008 0.000
H 1.07897 -3.13815 -4.88126 -0.003 0.006 0.004
H 2.20490 -1.75493 -3.17976 -0.002 -0.030 0.018
H 2.46264 -2.85067 -0.56037 -0.006 0.009 -0.006
H 4.82661 -3.49669 -0.35236 -0.001 0.005 0.002
H 6.58212 -1.75940 -0.24332 -0.008 0.004 0.011
H 5.96909 0.63228 -0.35606 -0.005 -0.003 -0.015
H 3.61283 1.29027 -0.61914 0.001 0.002 0.009
I 1.86046 1.74842 2.20737 0.101 0.091 0.111
C 0.41189 -0.86472 4.75002 -0.098 -0.106 0.001
I -1.35475 -2.21345 4.78542 0.095 0.134 -0.093
H 0.31808 -0.35208 5.70737 0.030 0.076 -0.022
H 1.23229 -1.57634 4.84217 0.055 0.036 -0.036
N -4.77471 -0.18339 1.49908 -0.022 -0.135 -0.045
C -4.56701 -1.33750 0.77488 -0.025 0.081 0.043
C -3.26498 -1.67556 0.97969 0.073 -0.007 0.021
N -2.68013 -0.75521 1.81054 0.135 0.095 0.093
C -3.60856 0.12222 2.10933 -0.124 0.157 0.087
C -3.32622 1.22819 3.01436 -0.167 -0.090 -0.012
N -2.11930 1.41254 3.50813 0.132 0.016 -0.075
C -2.20046 2.49016 4.35925 0.066 -0.058 -0.039
C -3.47556 2.95352 4.37582 -0.069 -0.035 -0.073
N -4.18277 2.13963 3.51347 0.017 0.117 0.062
H -5.64785 0.31032 1.56285 -0.007 0.008 -0.002
H -5.34920 -1.80303 0.20273 -0.005 0.009 0.012
H -2.71660 -2.52277 0.60371 0.016 0.021 -0.005
H -1.34082 2.85176 4.89633 0.002 0.003 -0.018
H -3.93604 3.76803 4.90505 -0.015 -0.017 -0.008
H -5.16357 2.22698 3.31130 -0.016 -0.015 0.019
Cl 0.40494 -1.76441 0.94500 0.069 -0.641 -0.217
```
Forces are in eV/Å.

Computed properties:
E_HOMO (spin up / spin down): -10.4 / -10.4 eV
total energy: -100960.187 eV
spin multiplicity: 4
Kohn-Sham gap (spin up / spin down): 6.98 / 7.02 eV
LUMO (spin up / spin down): -3.4 / -3.4 eV
charge: +1
⟨S²⟩: 3.75